[1]
9
Properties=species:S:1:pos:R:3:forces:R:3 method="wB97M-V/def2-TZVPD" relative_energy_kj_mol=309.7 orbital_gap_ev=6.58 total_charge=0 max_force_ev_per_a=10.007 homo_energy_ev=-8.2
Sc 1.089765 -0.826271 0.476411 -2.04 4.74 -2.24
O 1.220578 0.743052 -0.563801 0.13 -4.78 1.99
O -0.566752 0.864841 1.335416 0.01 -4.17 -3.88
O -0.906636 -1.363840 0.218815 3.12 -5.71 -0.28
C -1.061175 0.495460 0.164548 -3.83 9.03 2.00
C -1.553086 -0.566007 -0.753886 2.17 -0.75 2.67
H -1.780063 1.312451 -0.076153 0.35 1.12 -0.02
H -2.627727 -0.754982 -0.605579 0.07 0.72 -0.55
H -1.217385 -0.527895 -1.798775 0.03 -0.21 0.31


[2]
9
Properties=species:S:1:pos:R:3:forces:R:3 method="wB97M-V/def2-TZVPD" spin_multiplicity=2 relative_energy_kj_mol=75.1 orbital_gap_ev="6.19 / 5.36" s_squared=0.7539 total_charge=0 max_force_ev_per_a=9.730 homo_energy_ev="-8.1 / -8.0"
Sn -0.065436 0.396550 1.264524 -0.15 2.96 9.27
O 1.320743 1.145024 0.208308 0.99 1.71 -2.75
O -1.642705 0.106336 0.172583 -4.79 -1.88 -6.44
O 1.206130 -0.946722 0.845242 0.72 -3.04 -1.20
C -1.792589 -0.265548 -0.984255 0.38 0.70 2.10
C 1.579477 -0.143209 -0.210843 1.40 -0.85 -2.44
H 2.677565 -0.247290 -0.353536 -0.65 -0.23 -0.89
H -2.758685 -0.205011 -1.530813 0.11 -0.01 0.07
H 0.853391 -0.439197 -1.284046 1.98 0.64 2.28


[3]
9
Properties=species:S:1:pos:R:3:forces:R:3 method="wB97M-V/def2-TZVPD" relative_energy_kj_mol=32.9 orbital_gap_ev=9.67 total_charge=-1 max_force_ev_per_a=0.905 homo_energy_ev=-5.2
O 0.332685 1.439659 0.459889 -0.09 -0.67 -0.31
O 1.587103 0.385685 -1.082894 0.20 -0.42 -0.29
O -1.648129 -0.876089 -0.439121 -0.19 -0.27 -0.17
O -0.149802 -0.842727 1.242244 0.01 0.30 -0.22
C -0.974343 -1.408552 0.426385 0.58 0.31 0.63
C 0.835386 1.266031 -0.727491 0.07 0.68 0.47
H 0.555876 2.066991 -1.437756 -0.08 0.11 -0.04
H 0.148641 0.341241 0.876580 -0.18 0.06 0.19
H -0.998131 -2.503069 0.620632 -0.31 -0.09 -0.26